1.
The following is a quantum chemistry calculation of a molecular structure, C21H40As2InO3 in a non-equilibrium geometry, from the OMol25 dataset.

HOMO level in eV: -10.91
LUMO in hartree: -0.07537
Net charge: +1

```
67
C21H40As2InO3, DFT wB97M-V/def2-TZVPD
In -1.600 -9.622 11.373
C -5.406 -9.872 12.652
O -4.002 -9.299 12.778
C -3.798 -8.579 13.978
C -2.681 -7.601 13.671
O -1.414 -8.170 13.434
C -0.715 -8.730 14.574
C -0.902 -10.194 14.728
O -0.638 -10.842 13.470
C -0.486 -12.242 13.451
H -6.087 -9.034 13.030
H -4.745 -11.867 12.811
H -5.497 -9.899 11.516
H -3.656 -9.248 14.863
H -4.658 -7.958 14.276
H -2.675 -6.966 14.527
H -2.982 -7.079 12.789
H -1.009 -8.224 15.487
H 0.346 -8.483 14.504
H -1.872 -10.488 15.094
H -0.227 -10.552 15.463
H 0.459 -12.528 13.913
H -0.565 -12.596 12.450
H -1.248 -12.703 14.050
C 2.775 -7.389 10.319
As 1.461 -7.818 11.732
C 2.788 -8.391 13.081
C 0.915 -6.057 12.308
C 1.676 -5.369 13.241
C 1.348 -4.030 13.594
C 0.296 -3.405 12.993
C -0.520 -4.124 12.103
C -0.180 -5.432 11.690
As -1.240 -6.429 10.334
C -0.302 -5.842 8.730
C -2.804 -5.261 10.151
H 3.652 -6.905 10.762
H 2.374 -6.732 9.525
H 3.141 -8.275 9.817
H 3.679 -7.764 12.936
H 2.959 -9.411 12.875
H 2.382 -8.427 14.051
H 2.503 -5.847 13.701
H 2.015 -3.506 14.229
H 0.024 -2.381 13.247
H -1.392 -3.645 11.695
H 0.255 -4.913 8.890
H -1.085 -5.707 7.935
H 0.323 -6.584 8.269
H -2.532 -4.225 9.882
H -3.439 -5.319 11.035
H -3.417 -5.719 9.372
C -7.460 -10.927 14.968
C -6.908 -11.657 13.721
C -7.807 -11.520 12.522
C -6.751 -13.106 14.109
C -5.451 -11.194 13.427
H -8.423 -11.390 15.220
H -7.689 -9.883 14.879
H -6.812 -11.162 15.881
H -8.881 -11.630 12.663
H -7.546 -12.228 11.728
H -7.745 -10.496 12.132
H -7.621 -13.716 14.434
H -6.084 -13.130 14.986
H -6.260 -13.657 13.287
H -4.823 -11.114 14.303
```


2.
The following is a quantum chemistry calculation of 8 unconnected molecules or ions with the total composition C21H40Br8O12 in a non-equilibrium geometry, from the OMol25 dataset.

HOMO level in eV: -10.01
LUMO in hartree: 0.00984
SMILES string: C[C@H]1COC(=O)O1.COC(=O)OC.COC(=O)OC.COC(=O)OC.BrCCBr.BrCCBr.BrCCBr.BrCCBr

```
81
C21H40Br8O12, DFT wB97M-V/def2-TZVPD
C 1.562 -5.788 8.508
C 0.526 -4.657 8.517
C 0.547 -3.719 7.300
O -0.812 -3.295 7.288
C -1.595 -4.205 7.846
O -2.796 -4.156 7.771
O -0.785 -5.137 8.400
H 2.473 -5.216 8.332
H 1.448 -6.524 7.712
H 1.707 -6.320 9.448
H 0.617 -4.100 9.449
H 0.862 -4.301 6.434
H 1.235 -2.888 7.453
C -0.064 -0.507 -0.530
O 0.505 -0.494 0.748
C 1.757 -0.957 0.846
O 2.590 -1.052 -0.037
O 1.850 -1.348 2.107
C 3.054 -1.921 2.580
H 0.575 -0.151 -1.339
H -0.926 0.156 -0.606
H -0.275 -1.532 -0.833
H 3.690 -1.086 2.876
H 3.588 -2.520 1.843
H 2.957 -2.583 3.440
C 2.900 -1.551 10.268
O 3.335 -0.401 9.565
C 2.454 0.611 9.317
O 1.378 0.774 9.895
O 2.950 1.384 8.277
C 2.154 2.382 7.819
H 1.970 -1.974 9.891
H 2.630 -1.293 11.292
H 3.717 -2.273 10.241
H 1.613 2.988 8.546
H 1.328 1.904 7.293
H 2.620 2.978 7.034
C -5.467 1.543 4.439
O -4.565 2.602 4.075
C -3.949 2.583 2.832
O -4.092 1.703 1.985
O -3.056 3.565 2.781
C -2.391 3.882 1.551
H -5.829 1.671 5.459
H -4.958 0.579 4.415
H -6.436 1.520 3.939
H -1.500 4.372 1.943
H -2.893 4.557 0.857
H -2.260 3.002 0.920
Br 0.659 -0.604 5.915
C -0.641 0.759 5.285
C -0.018 1.429 4.011
Br 1.684 2.361 4.481
H -0.923 1.410 6.113
H -1.565 0.264 4.987
H -0.652 2.152 3.497
H 0.140 0.653 3.262
Br -0.830 -1.915 10.386
C -1.369 -0.408 9.255
C -2.854 -0.686 8.887
Br -3.515 0.980 8.106
H -0.733 -0.464 8.372
H -1.255 0.503 9.843
H -3.332 -0.971 9.824
H -3.033 -1.430 8.110
Br -1.572 4.312 5.863
C -2.487 4.354 7.619
C -1.371 4.078 8.675
Br -2.180 3.812 10.453
H -3.253 3.609 7.837
H -2.908 5.357 7.687
H -0.557 4.803 8.703
H -0.858 3.128 8.530
Br -5.448 -4.314 3.111
C -3.668 -3.444 3.669
C -3.456 -2.132 2.874
Br -1.532 -1.567 2.992
H -2.870 -4.081 3.287
H -3.551 -3.382 4.751
H -3.969 -1.348 3.431
H -3.724 -2.209 1.820
```


3.
The following is a quantum chemistry calculation of a molecular structure, C21H40Cl3FeN4O3SSi in a non-equilibrium geometry, from the OMol25 dataset.

HOMO level (alpha / beta) in eV: -3.94 / -3.92
LUMO (alpha / beta) in hartree: 0.09721 / 0.09719
Multiplicity: 5
Net charge: -1
<S²>: 6.01

```
74
C21H40Cl3FeN4O3SSi, DFT wB97M-V/def2-TZVPD
C -1.629 -2.081 -3.216
C -1.072 -2.637 -1.945
H -2.156 -2.865 -3.781
H -0.826 -1.696 -3.865
H -2.335 -1.267 -3.016
C -0.430 -3.815 -1.907
C -0.160 -4.626 -3.126
H -0.147 -4.273 -0.959
H 0.223 -4.011 -3.956
H -1.063 -5.141 -3.485
H 0.586 -5.399 -2.905
Fe -0.566 1.171 -0.397
Cl -2.743 1.265 -0.112
Cl 1.136 2.482 0.148
H 0.984 4.402 4.058
H -0.766 6.530 3.505
C 0.878 4.279 2.968
C -0.726 6.101 2.491
N -0.447 4.676 2.526
H 1.064 3.239 2.682
C -1.461 3.776 2.512
O -1.321 2.572 2.723
H -1.692 6.264 1.999
H -2.444 4.233 2.262
H 1.605 4.931 2.477
H 0.066 6.615 1.934
H 1.950 -1.506 -2.272
H 2.199 -3.854 -1.400
C 2.790 -1.184 -1.645
C 3.079 -3.492 -0.850
N 2.902 -2.085 -0.513
H 2.608 -0.171 -1.274
C 3.473 -1.595 0.652
O 3.752 -0.420 0.849
H 3.188 -4.077 0.072
H 3.641 -2.398 1.406
H 3.718 -1.210 -2.243
H 3.969 -3.640 -1.486
O -0.214 -0.849 -0.712
C -1.224 -1.775 -0.700
C 0.162 -2.927 1.035
C -1.112 -2.560 0.596
H 1.027 -2.563 0.479
C 0.293 -3.891 2.040
H -2.217 -1.291 -0.729
C -2.248 -2.966 1.286
H 1.298 -4.225 2.318
C -0.853 -4.396 2.662
C -2.119 -3.912 2.306
H -3.214 -2.551 0.981
H -0.751 -5.167 3.431
H -3.013 -4.282 2.813
Si -0.431 3.191 -2.831
Cl -0.247 0.958 -2.539
C 1.315 3.747 -3.134
C -1.337 4.109 -1.485
C -1.427 3.271 -4.415
H 2.014 3.308 -2.411
H 1.378 4.842 -3.052
H 1.634 3.468 -4.150
H -0.827 2.935 -5.274
H -1.747 4.305 -4.610
H -2.323 2.640 -4.356
H -1.397 3.596 -0.514
H -2.370 4.305 -1.805
H -0.835 5.072 -1.313
N -0.758 0.276 4.333
C 0.020 -0.621 3.720
N 0.433 -1.662 4.486
S 0.503 -0.435 2.108
H -1.054 0.130 5.292
H -1.072 1.104 3.822
H 0.938 -2.420 4.053
H -0.050 -1.860 5.359
```


4.
The following is a quantum chemistry calculation of a molecular structure, C21H40F4InN2SSi2, from the OMol25 dataset.

HOMO level in eV: -11.21
LUMO in hartree: -0.10036
Net charge: +1

```
71
C21H40F4InN2SSi2, DFT wB97M-V/def2-TZVPD
In 0.242 -0.002 0.075
C 1.352 3.206 3.352
C 0.693 2.411 2.234
N 1.249 1.054 1.997
C 1.209 0.202 3.206
C -0.197 0.003 3.745
C 2.616 1.118 1.444
C 3.088 -0.253 0.908
N 1.945 -1.038 0.464
C 1.912 -2.391 0.719
C 0.732 -2.980 1.177
F -0.373 -2.161 1.333
C 0.619 -4.312 1.500
F -0.556 -4.775 1.941
C 1.708 -5.148 1.381
C 2.891 -4.591 0.940
F 3.971 -5.357 0.803
C 3.001 -3.249 0.617
F 4.168 -2.774 0.166
H 0.926 4.209 3.372
H 1.182 2.758 4.332
H 2.428 3.308 3.203
H -0.373 2.303 2.439
H 0.785 2.956 1.296
H 1.636 -0.762 2.936
H 1.856 0.634 3.975
H -0.878 -0.351 2.969
H -0.181 -0.751 4.532
H -0.614 0.915 4.174
H 2.607 1.856 0.641
H 3.331 1.465 2.194
H 3.815 -0.076 0.113
H 3.614 -0.793 1.699
H 1.641 -6.199 1.626
C -3.116 -0.339 -1.958
Si -2.793 0.933 -0.645
C -3.041 0.160 1.039
C -3.913 2.392 -0.872
C -0.995 1.524 -0.689
Si -0.179 2.327 -2.190
C -1.220 3.748 -2.763
C 1.516 2.931 -1.685
C 0.088 1.089 -3.543
H -4.165 -0.648 -1.939
H -2.496 -1.223 -1.801
H -2.903 0.055 -2.956
H -4.086 -0.106 1.220
H -2.730 0.840 1.838
H -2.464 -0.770 1.134
H -4.955 2.102 -0.707
H -3.839 2.786 -1.887
H -3.676 3.200 -0.175
H -0.882 2.217 0.157
H -1.462 4.430 -1.944
H -2.156 3.405 -3.209
H -0.679 4.317 -3.526
H 1.493 3.536 -0.775
H 1.956 3.547 -2.475
H 2.198 2.087 -1.531
H -0.843 0.715 -3.974
H 0.656 0.239 -3.158
H 0.676 1.539 -4.347
C -1.363 -3.673 -1.572
S -0.065 -2.487 -1.990
C -0.390 -2.404 -3.761
H -1.046 -4.675 -1.854
H -2.278 -3.412 -2.105
H -1.558 -3.639 -0.506
H -1.398 -2.035 -3.950
H -0.273 -3.404 -4.177
H 0.337 -1.744 -4.223
```


5.
The following is a quantum chemistry calculation of 2 unconnected molecules or ions with the total composition C21H40FN5O5P in a non-equilibrium geometry, from the OMol25 dataset.

HOMO level in eV: -9.72
LUMO in hartree: -0.16485
Net charge: +1

```
73
C21H40FN5O5P, DFT wB97M-V/def2-TZVPD
C -1.037 2.608 -1.237
C 0.287 1.945 -1.555
O 1.284 2.126 -0.937
O 0.280 1.103 -2.655
C -0.355 -0.141 -2.347
C 0.727 -1.151 -1.957
C 1.202 -1.903 -3.209
N 2.041 -3.063 -2.859
N 1.353 -4.212 -2.761
C 2.081 -5.235 -2.395
C 1.342 -6.542 -2.216
C 1.279 -6.867 -0.702
F 2.031 -7.549 -2.858
C 3.468 -5.218 -2.152
C 4.126 -4.025 -2.269
C 3.335 -2.908 -2.625
C 4.000 -1.568 -2.741
C 4.393 -1.268 -4.209
C 5.535 -0.263 -4.302
C 4.999 1.152 -4.212
O 3.845 1.377 -4.012
O 5.868 2.183 -4.370
H -1.553 1.966 -0.523
H -1.602 2.659 -2.165
H -0.799 3.579 -0.817
H -1.118 -0.060 -1.573
H -0.858 -0.486 -3.252
H 1.540 -0.707 -1.389
H 0.244 -1.917 -1.339
H 1.670 -1.262 -3.951
H 0.294 -2.271 -3.680
H 0.313 -6.454 -2.557
H 0.250 -7.022 -0.390
H 1.862 -7.762 -0.489
H 1.696 -6.062 -0.096
H 3.967 -6.136 -1.873
H 5.184 -3.925 -2.081
H 3.426 -0.754 -2.303
H 4.940 -1.618 -2.192
H 3.558 -0.868 -4.779
H 4.695 -2.210 -4.673
H 6.313 -0.429 -3.553
H 6.031 -0.357 -5.271
H 6.596 2.097 -3.741
O -3.923 0.828 2.763
P -3.837 2.063 3.615
N -3.603 3.273 2.421
C -2.392 4.033 2.210
C -4.556 3.309 1.321
N -2.414 1.680 4.491
C -1.310 2.584 4.752
C -1.937 0.305 4.422
N -4.284 3.192 4.856
C -4.761 2.505 6.085
C -5.304 4.202 4.513
H -2.055 4.536 3.117
H -2.551 4.841 1.494
H -1.583 3.397 1.825
H -5.420 3.943 1.564
H -4.936 2.313 1.083
H -4.105 3.703 0.410
H -0.635 2.670 3.892
H -0.719 2.218 5.596
H -1.652 3.575 5.043
H -1.385 0.106 3.494
H -2.761 -0.399 4.487
H -1.275 0.098 5.266
H -5.701 1.972 5.915
H -4.911 3.231 6.883
H -4.022 1.789 6.437
H -6.213 3.758 4.100
H -4.912 4.927 3.804
H -5.575 4.764 5.407
```


6.
The following is a quantum chemistry calculation of C21H40N2O3Si in the gas phase in a non-equilibrium geometry, from the OMol25 dataset.

HOMO level in eV: -8.18
LUMO in hartree: 0.00670
SMILES string: COCCCCC[Si@@](O)(CCCCCN)CCCNCc1ccccc1O

```
67
C21H40N2O3Si, DFT wB97M-V/def2-TZVPD
C -4.423 3.232 -7.273
O -3.183 2.424 -7.210
C -2.236 3.006 -6.204
C -1.742 1.750 -5.271
C -0.562 2.109 -4.191
C -0.579 0.892 -3.054
C -0.123 1.384 -1.557
Si 1.677 0.881 -1.059
O 2.813 2.076 -1.744
C 1.829 1.021 0.855
C 2.159 2.538 1.412
C 2.294 2.378 3.071
C 1.911 3.746 3.889
C 0.458 4.403 3.508
N -0.342 4.526 4.796
C 2.213 -0.871 -1.651
C 1.075 -2.058 -1.349
C 1.447 -2.666 0.128
N 0.294 -3.464 0.772
C 0.746 -3.574 2.243
C -0.206 -4.554 3.148
C -1.692 -4.039 3.625
C -2.700 -4.960 4.589
C -2.218 -6.460 5.090
C -0.725 -7.019 4.630
C 0.241 -6.071 3.677
O 1.558 -6.626 3.310
H -4.179 4.164 -7.972
H -5.248 2.521 -7.754
H -4.828 3.562 -6.221
H -2.723 3.899 -5.610
H -1.365 3.485 -6.858
H -2.719 1.320 -4.747
H -1.294 0.936 -6.010
H -0.666 3.174 -3.712
H 0.482 2.015 -4.742
H -1.722 0.563 -2.962
H -0.007 -0.052 -3.456
H -0.886 1.043 -0.737
H -0.134 2.577 -1.579
H 2.400 2.449 -2.585
H 0.859 0.564 1.347
H 2.734 0.344 1.181
H 1.305 3.274 1.098
H 3.218 2.844 0.982
H 3.389 2.031 3.342
H 1.587 1.455 3.334
H 1.853 3.446 5.043
H 2.826 4.484 3.781
H -0.115 3.737 2.720
H 0.624 5.479 3.046
H -0.463 5.543 5.004
H -1.263 4.059 4.631
H 2.554 -0.840 -2.771
H 3.160 -1.204 -1.005
H -0.025 -1.670 -1.465
H 1.245 -2.872 -2.191
H 2.424 -3.314 0.167
H 1.633 -1.761 0.884
H 0.388 -4.441 0.369
H 0.741 -2.501 2.762
H 1.872 -3.958 2.231
H -2.093 -2.986 3.304
H -3.748 -4.552 4.942
H -2.922 -7.111 5.800
H -0.388 -8.087 5.034
H 1.509 -7.622 3.195
```


What did the fifth record say?
The following is a quantum chemistry calculation of 2 unconnected molecules or ions with the total composition C21H40FN5O5P in a non-equilibrium geometry, from the OMol25 dataset.

HOMO level in eV: -9.72
LUMO in hartree: -0.16485
Net charge: +1

```
73
C21H40FN5O5P, DFT wB97M-V/def2-TZVPD
C -1.037 2.608 -1.237
C 0.287 1.945 -1.555
O 1.284 2.126 -0.937
O 0.280 1.103 -2.655
C -0.355 -0.141 -2.347
C 0.727 -1.151 -1.957
C 1.202 -1.903 -3.209
N 2.041 -3.063 -2.859
N 1.353 -4.212 -2.761
C 2.081 -5.235 -2.395
C 1.342 -6.542 -2.216
C 1.279 -6.867 -0.702
F 2.031 -7.549 -2.858
C 3.468 -5.218 -2.152
C 4.126 -4.025 -2.269
C 3.335 -2.908 -2.625
C 4.000 -1.568 -2.741
C 4.393 -1.268 -4.209
C 5.535 -0.263 -4.302
C 4.999 1.152 -4.212
O 3.845 1.377 -4.012
O 5.868 2.183 -4.370
H -1.553 1.966 -0.523
H -1.602 2.659 -2.165
H -0.799 3.579 -0.817
H -1.118 -0.060 -1.573
H -0.858 -0.486 -3.252
H 1.540 -0.707 -1.389
H 0.244 -1.917 -1.339
H 1.670 -1.262 -3.951
H 0.294 -2.271 -3.680
H 0.313 -6.454 -2.557
H 0.250 -7.022 -0.390
H 1.862 -7.762 -0.489
H 1.696 -6.062 -0.096
H 3.967 -6.136 -1.873
H 5.184 -3.925 -2.081
H 3.426 -0.754 -2.303
H 4.940 -1.618 -2.192
H 3.558 -0.868 -4.779
H 4.695 -2.210 -4.673
H 6.313 -0.429 -3.553
H 6.031 -0.357 -5.271
H 6.596 2.097 -3.741
O -3.923 0.828 2.763
P -3.837 2.063 3.615
N -3.603 3.273 2.421
C -2.392 4.033 2.210
C -4.556 3.309 1.321
N -2.414 1.680 4.491
C -1.310 2.584 4.752
C -1.937 0.305 4.422
N -4.284 3.192 4.856
C -4.761 2.505 6.085
C -5.304 4.202 4.513
H -2.055 4.536 3.117
H -2.551 4.841 1.494
H -1.583 3.397 1.825
H -5.420 3.943 1.564
H -4.936 2.313 1.083
H -4.105 3.703 0.410
H -0.635 2.670 3.892
H -0.719 2.218 5.596
H -1.652 3.575 5.043
H -1.385 0.106 3.494
H -2.761 -0.399 4.487
H -1.275 0.098 5.266
H -5.701 1.972 5.915
H -4.911 3.231 6.883
H -4.022 1.789 6.437
H -6.213 3.758 4.100
H -4.912 4.927 3.804
H -5.575 4.764 5.407
```